Entry one
Below is a single C3H6ClOPS molecule, with properties calculated with wB97M-V/def2-TZVPD.

CARTESIAN COORDINATES (ANGSTROEM)
C 1.04 0.84 0.65
C 0.94 0.47 -0.83
C 0.48 1.39 -1.68
O -0.69 -2.41 1.29
P -1.32 -1.28 0.25
S -0.85 0.71 1.05
Cl -3.18 -1.28 0.90
H 1.51 0.03 1.16
H 1.43 1.85 0.95
H 0.96 -0.52 -1.01
H 0.42 1.05 -2.71
H 0.28 2.40 -1.25
H -1.04 -3.25 1.21

- Net charge: 0
- SMILES: C=CCSP(O)Cl
- Kohn-Sham gap: 9.3 eV
- LUMO: 0.0256 hartree

=====

Entry two
Below is a single C3H6ClOPS molecule, with properties calculated with wB97M-V/def2-TZVPD.

CARTESIAN COORDINATES (ANGSTROEM)
C 0.41 0.19 -0.43
C 0.63 -0.94 0.25
C 0.16 1.48 0.26
O 0.87 -0.09 3.17
P 0.68 -1.44 2.25
S 0.26 0.25 -2.36
Cl 2.67 -1.98 2.06
H 1.52 0.26 -2.76
H 0.67 -1.90 -0.33
H 0.83 2.26 -0.11
H 0.28 1.24 1.39
H -0.93 1.91 0.24
H 1.55 0.49 3.10

- Net charge: 0
- SMILES: C/C(S)=C\P(O)Cl
- Kohn-Sham gap: 9.9 eV
- LUMO: 0.0186 hartree

=====

Of them, the most stable is entry one and the least stable is entry two.

=====

Entry one
Below is 2 unconnected molecules or ions with the total composition CH7PSi, with properties calculated with wB97M-V/def2-TZVPD.

CARTESIAN COORDINATES (ANGSTROEM)
C 1.16 -0.02 -1.34
Si 2.16 -1.12 -0.41
P -2.77 0.46 1.10
H -3.88 1.35 1.18
H 0.15 0.26 -1.23
H 1.81 0.79 -1.71
H 3.73 -0.97 -0.41
H 1.72 -2.32 0.42
H -1.85 1.44 0.75
H -2.76 0.15 -0.22

- Net charge: 0
- SMILES: C=[SiH2].P
- Kohn-Sham gap: 9.0 eV
- LUMO: 0.0100 hartree

=====

Entry two
Below is 2 unconnected molecules or ions with the total composition CH7PSi, with properties calculated with wB97M-V/def2-TZVPD.

CARTESIAN COORDINATES (ANGSTROEM)
C -0.79 1.14 0.99
Si 0.72 -1.61 -0.90
P -0.36 1.12 -0.81
H -0.76 2.12 1.51
H -0.07 0.37 1.47
H -1.85 0.70 1.16
H 0.95 -1.61 0.48
H -0.56 -2.32 -1.48
H 1.80 -1.32 -1.79
H 0.92 1.41 -0.63

- Net charge: 0
- Kohn-Sham gap (spin up / spin down): 7.8 / 7.7 eV
- LUMO (spin up / spin down): -0.0038 / -0.0046 hartree

=====

Of them, the most stable is entry two and the least stable is entry one.

=====

Entry one
Below is a gas-phase ion, C3HO4 (charge -1), with properties calculated with wB97M-V/def2-TZVPD.

CARTESIAN COORDINATES (ANGSTROEM)
C -0.19 -0.45 0.74
C 0.44 -1.58 0.49
C 2.11 0.57 0.01
O 1.07 -2.60 0.76
O 2.85 1.51 0.21
O 0.82 0.62 0.56
O 2.44 -0.46 -0.52
H -1.12 -0.12 0.38

- Net charge: -1
- SMILES: O=C=COC(=O)[O-]
- Kohn-Sham gap: 8.1 eV
- LUMO: 0.1436 hartree

=====

Entry two
Below is a gas-phase ion, C3HO4 (charge -1), with properties calculated with wB97M-V/def2-TZVPD.

CARTESIAN COORDINATES (ANGSTROEM)
C -0.22 -0.21 -0.22
C 1.99 0.47 -0.94
C -1.38 0.23 1.01
O -0.02 -1.29 -0.63
O -0.67 0.34 1.98
O 1.09 0.67 -0.14
O -2.53 0.28 0.60
H 1.75 -0.49 -1.66

- Net charge: -1
- Kohn-Sham gap: 8.0 eV
- LUMO: 0.1550 hartree

=====

Of them, the most stable is entry one and the least stable is entry two.